This record from the Open Molecules 2025 dataset describes C41H37BCaN4O7S2Se as an isolated structure. The level of theory is ωB97M-V/def2-TZVPD.

Cartesian coordinates (Å):
Ca  -0.891  0.312  -0.738
O  -3.059  -1.793  1.723
C  -2.177  -1.045  1.357
O  -2.203  0.194  0.993
C  -0.697  -1.465  1.095
O  -0.376  -1.677  -0.089
O  0.238  -1.296  1.984
S  -2.750  2.660  -1.949
C  -3.412  1.052  -2.179
N  -2.860  -0.093  -1.886
C  -3.698  -1.169  -2.216
C  -3.395  -2.511  -2.023
C  -4.313  -3.470  -2.421
C  -5.535  -3.104  -2.996
C  -5.857  -1.765  -3.165
C  -4.928  -0.810  -2.766
S  -5.036  0.918  -2.853
H  -2.457  -2.784  -1.553
H  -4.083  -4.520  -2.274
H  -6.239  -3.869  -3.304
H  -6.810  -1.470  -3.592
C  1.003  2.992  1.307
C  2.095  1.945  1.364
C  2.999  1.917  2.426
C  3.954  0.918  2.538
C  4.009  -0.084  1.580
C  3.144  -0.077  0.493
C  3.194  -1.175  -0.543
C  2.207  0.958  0.385
N  1.320  0.947  -0.747
C  1.598  1.663  -1.773
C  2.845  2.503  -1.827
C  0.660  1.711  -2.965
C  1.303  2.382  -4.165
N  -0.155  0.653  -3.125
C  -0.967  0.444  -4.253
C  -1.137  -0.946  -4.554
C  -0.325  -1.975  -3.804
C  -2.016  -1.380  -5.528
C  -2.755  -0.470  -6.279
C  -2.560  0.872  -6.039
C  -1.681  1.368  -5.059
C  -1.606  2.883  -4.995
H  1.286  3.867  1.898
H  0.075  2.597  1.732
H  0.757  3.310  0.290
H  2.933  2.694  3.182
H  4.634  0.906  3.383
H  4.724  -0.896  1.678
H  3.931  -1.931  -0.261
H  3.457  -0.788  -1.533
H  2.218  -1.655  -0.644
H  3.329  2.562  -0.859
H  2.590  3.509  -2.164
H  3.556  2.078  -2.541
H  2.324  2.011  -4.289
H  1.342  3.470  -4.056
H  0.765  2.137  -5.071
H  0.737  -1.887  -4.055
H  -0.666  -2.982  -4.060
H  -0.381  -1.853  -2.725
H  -2.132  -2.447  -5.692
H  -3.470  -0.806  -7.021
H  -3.119  1.600  -6.620
H  -2.612  3.295  -5.105
H  -1.001  3.272  -5.823
H  -1.196  3.262  -4.064
Se  -1.193  -0.701  4.673
C  -0.383  0.868  5.366
C  -1.005  1.441  6.477
C  -0.519  2.609  7.052
C  0.612  3.230  6.531
C  1.236  2.665  5.422
C  0.745  1.501  4.837
H  -1.884  0.960  6.893
H  -1.027  3.036  7.911
H  0.992  4.142  6.974
H  2.119  3.136  5.000
H  1.243  1.082  3.970
O  -0.170  2.990  -2.290
N  -1.170  2.563  -1.313
O  0.138  -3.059  3.640
B  0.285  -1.609  3.447
O  1.633  -1.267  3.909
C  2.158  -2.404  4.413
C  3.386  -2.580  5.009
C  3.719  -3.877  5.455
C  2.834  -4.931  5.292
C  1.582  -4.736  4.680
C  1.264  -3.469  4.253
H  4.065  -1.740  5.123
H  4.678  -4.048  5.930
H  3.105  -5.920  5.644
H  0.884  -5.553  4.540

Computed properties:
- highest occupied orbital energy (eV) = -2.1
- energy relative to the best compared isomer or geometry (same formula, charge and spin) (eV) = 2.731
- orbital gap (eV) = 6.252
- net charge = -2

Löwdin population analysis, charges in e, atoms 1 to 6: number 1, Ca, carries 1.35; number 2, O, carries 0.06; number 3, C, carries -0.64; number 4, O, carries -0.16; number 5, C, carries -0.41; number 6, O, carries -0.08